Model i:
Entry from the Open Molecules 2025 dataset: one molecule with the formula C5H6 (ωB97M-V/def2-TZVPD).

Cartesian coordinates (Å):
C -1.72 -1.79 -0.60
C -1.02 -1.15 0.33
C -0.02 -0.24 0.00
C 0.76 0.68 0.12
C 1.68 1.77 0.18
H -2.41 -2.51 -0.27
H -1.63 -1.55 -1.71
H -1.24 -1.29 1.40
H 2.32 1.68 -0.69
H 1.10 2.67 0.11
H 2.19 1.73 1.12

Computed properties:
E_LUMO = 1.034 eV
multiplicity = 1
structure (SMILES) = C=CC#CC
HOMO energy = -8.6 eV



Model ii:
Entry from the Open Molecules 2025 dataset: one molecule with the formula C5H6 (ωB97M-V/def2-TZVPD).

Cartesian coordinates (Å):
C 2.21 -0.08 -0.02
C 1.00 -0.10 0.07
C -0.45 0.11 0.15
C -0.98 1.35 -0.05
C -1.22 -1.17 -0.05
H 3.31 -0.02 -0.24
H -0.37 2.20 -0.03
H -2.04 1.58 -0.05
H -2.30 -0.82 -0.41
H -1.31 -1.77 0.88
H -0.64 -1.81 -0.76

Computed properties:
E_LUMO = 0.904 eV
multiplicity = 1
structure (SMILES) = C#CC(=C)C
HOMO energy = -9.1 eV



The most stable of them is model i.



Model i:
Entry from the Open Molecules 2025 dataset: one molecule with the formula C20H21N3O3 (ωB97M-V/def2-TZVPD).

Cartesian coordinates (Å):
N 1.39 -0.86 0.10
C 2.06 0.34 0.50
C 2.85 1.16 -0.57
C 1.99 1.42 -1.85
C 1.14 0.44 -2.38
C 0.54 0.66 -3.63
C 0.60 1.92 -4.24
C 1.41 2.92 -3.65
C 2.12 2.72 -2.46
C 1.17 1.33 1.23
O 1.61 2.24 1.99
N -0.21 1.33 0.97
C -1.02 1.02 -0.16
C -2.24 0.23 0.53
C -1.98 -1.19 0.80
C -2.52 -2.14 0.03
N -2.09 -3.36 0.53
C -1.29 -3.19 1.61
C -0.74 -4.12 2.49
C -0.32 -3.60 3.71
C -0.18 -2.23 3.91
C -0.60 -1.35 2.90
C -1.16 -1.81 1.76
C -1.81 2.19 -0.75
O -2.36 2.17 -1.83
O -1.88 3.20 0.14
H 1.97 -1.49 -0.57
H 1.33 -1.40 0.94
H 2.81 0.14 1.24
H 3.22 2.11 -0.20
H 3.77 0.47 -0.81
H 0.81 -0.26 -1.74
H 0.11 -0.13 -4.22
H 0.26 2.04 -5.20
H 1.48 3.90 -4.08
H 2.92 3.42 -2.15
H -0.48 2.12 1.61
H -0.66 0.39 -0.94
H -2.56 0.77 1.36
H -3.16 0.31 -0.13
H -3.23 -2.15 -0.86
H -2.16 -4.19 -0.03
H -0.90 -5.17 2.24
H 0.33 -4.17 4.30
H 0.28 -1.88 4.81
H -0.50 -0.31 3.08
H -2.15 4.01 -0.33

Computed properties:
E_LUMO = 0.626 eV
multiplicity = 1
structure (SMILES) = N[C@@H](Cc1ccccc1)C(=O)N[C@@H](Cc1c[nH]c2ccccc12)C(=O)O
HOMO energy = -8.0 eV



Model ii:
Entry from the Open Molecules 2025 dataset: one molecule with the formula C20H21N3O3 (ωB97M-V/def2-TZVPD).

Cartesian coordinates (Å):
O -1.64 -1.59 -0.56
C -2.21 -0.58 -0.56
C -1.77 0.79 -0.05
C -0.21 0.97 -0.57
C -0.02 2.31 -0.20
C 1.24 3.16 0.05
O 2.20 2.41 -0.51
C 2.95 1.30 -0.06
C 2.56 0.74 1.09
C 3.28 -0.38 1.76
C 4.37 -0.91 0.56
N 5.04 -1.80 1.22
C 5.95 -2.55 0.47
C 6.37 -2.05 -0.79
C 5.77 -0.78 -1.22
C 4.65 -0.30 -0.62
C 3.96 0.96 -0.95
O -1.18 2.62 0.88
N -2.12 1.78 0.59
N -3.53 -0.45 -0.80
C -4.49 0.58 -0.68
C -5.58 0.43 0.58
C -6.70 -0.46 0.20
C -6.27 -1.99 0.65
C -4.96 -2.21 0.30
C -4.32 -2.00 -1.13
H 0.35 0.14 -1.15
H 1.15 3.88 -0.44
H 1.55 3.11 1.17
H 1.65 1.19 1.78
H 3.11 -0.98 2.58
H 6.34 -3.28 1.10
H 7.12 -2.42 -1.28
H 5.98 -0.50 -2.15
H 4.09 1.41 -1.90
H -5.10 0.53 -1.74
H -3.98 1.49 -0.62
H -6.04 1.38 0.83
H -4.99 0.29 1.31
H -6.85 -0.33 -0.82
H -7.55 -0.15 1.01
H -7.01 -2.75 0.22
H -6.47 -2.13 1.81
H -5.01 -3.40 0.10
H -4.27 -2.19 1.21
H -3.56 -2.40 -1.38
H -5.14 -1.69 -1.88

Computed properties:
E_LUMO = -0.247 eV
multiplicity = 1
structure (SMILES) = O=C(c1cc(COc2ccc3ncccc3c2)on1)N1CCCCCC1
HOMO energy = -8.1 eV



Model iii:
Entry from the Open Molecules 2025 dataset: one molecule with the formula C20H21N3O3 (ωB97M-V/def2-TZVPD).

Cartesian coordinates (Å):
N 1.70 0.78 -1.79
C 0.40 0.85 -2.48
C -0.08 -0.55 -3.08
C -0.16 -1.60 -1.97
C -1.14 -1.71 -1.01
N -0.69 -2.60 0.01
C 0.60 -3.06 -0.24
C 1.46 -3.81 0.55
C 2.66 -4.16 0.02
C 2.93 -3.73 -1.25
C 2.15 -2.89 -2.01
C 0.89 -2.55 -1.59
C -0.81 1.30 -1.65
O -1.85 1.54 -2.24
N -0.49 1.72 -0.40
C -1.50 2.48 0.37
C -1.24 2.43 1.88
C -0.58 1.21 2.39
C 0.81 0.86 2.28
C 1.33 -0.35 2.74
C 0.52 -1.20 3.41
C -0.87 -0.96 3.43
C -1.34 0.33 3.11
C -1.38 3.91 0.03
O -0.36 4.47 -0.43
O -2.46 4.59 0.30
H 1.97 1.52 -1.11
H 1.74 -0.12 -1.29
H 0.47 1.33 -3.47
H 0.65 -0.91 -3.83
H -1.04 -0.41 -3.69
H -2.11 -1.23 -0.83
H -1.15 -2.73 0.90
H 1.09 -4.01 1.60
H 3.41 -4.76 0.49
H 3.86 -4.13 -1.67
H 2.54 -2.36 -2.85
H 0.41 1.46 -0.02
H -2.42 2.06 0.11
H -0.52 3.30 2.00
H -1.99 2.84 2.47
H 1.50 1.63 1.87
H 2.44 -0.41 2.78
H 0.95 -2.10 3.92
H -1.35 -1.82 3.93
H -2.45 0.54 3.28
H -2.30 5.53 0.14

Computed properties:
E_LUMO = 0.508 eV
multiplicity = 1
structure (SMILES) = N[C@@H](Cc1c[nH]c2ccccc12)C(=O)N[C@@H](Cc1ccccc1)C(=O)O
HOMO energy = -7.9 eV



The most stable of them is model iii.



Model i:
Entry from the Open Molecules 2025 dataset: one molecule with the formula C6H9P (ωB97M-V/def2-TZVPD).

Cartesian coordinates (Å):
C -1.27 1.73 -0.93
C -0.69 1.03 -0.05
C -0.71 0.04 1.02
C 0.62 -0.77 0.93
C 0.91 -1.46 -0.43
P 0.79 -2.55 1.08
C 0.28 1.87 -0.85
H -2.00 1.98 -1.60
H -1.47 -0.74 0.86
H -0.88 0.46 2.05
H 1.49 -0.09 1.09
H 0.13 -1.54 -1.21
H 1.90 -1.18 -0.92
H -0.51 -2.78 0.87
H 0.78 1.27 -1.62
H 0.63 2.73 -0.29

Computed properties:
E_LUMO = 1.118 eV
multiplicity = 1
structure (SMILES) = C1=C(C[C@@H]2CP2)C1
HOMO energy = -9.2 eV



Model ii:
Entry from the Open Molecules 2025 dataset: one molecule with the formula C6H9P (ωB97M-V/def2-TZVPD).

Cartesian coordinates (Å):
C 0.35 -0.63 -0.16
C 1.97 1.01 -0.86
C 0.73 0.70 -0.72
C -0.58 -0.69 0.91
C -0.40 1.70 -1.18
C -1.06 -1.93 1.48
P -0.86 0.75 2.02
H 0.66 -1.54 -0.65
H 2.22 2.07 -1.28
H 2.72 0.27 -0.51
H -1.26 1.07 -0.88
H -0.43 1.70 -2.33
H -0.30 2.69 -0.68
H -2.20 -2.05 1.32
H -0.78 -2.11 2.56
H -0.78 -2.99 0.94

Computed properties:
E_LUMO (spin up / spin down) = -1.012 / -1.290 eV
multiplicity = 1
HOMO energy (spin up / spin down) = -7.8 / -8.2 eV



The most stable of them is model i.